Record 1
Below is the molecule C4H7NO at a distorted geometry, with properties calculated with ωB97M-V with the def2-TZVPD basis set.

Values from the calculation:
2S+1: 1
HOMO, eV: -10.53
SMILES: N#CCCCO
Charge: 0
Kohn-Sham gap, eV: 11.19

The geometry in XYZ format:
```
13
Properties=species:S:1:pos:R:3:forces:R:3:nbo_charge:R:1
C 0.00107 1.06056 -0.59251 -3.30 1.05 0.60 -0.072
C -0.73655 -1.60694 0.43053 1.59 1.44 1.81 0.276
H -1.02638 1.36524 -0.03161 2.20 -0.73 -0.88 0.150
H -0.34152 0.42796 -1.42115 0.14 0.41 -0.01 0.201
O 0.57840 2.24985 -1.12124 0.01 -0.87 -0.12 -0.701
C 0.88635 0.24557 0.27810 3.37 -1.41 0.94 -0.419
C 0.27036 -0.82176 1.23416 -1.03 0.26 -1.38 -0.485
H 1.04222 -1.49653 1.59440 0.01 0.08 0.08 0.249
H -0.23621 -0.33951 2.07401 -0.06 -0.24 -0.07 0.244
H 1.12541 2.63720 -0.43932 0.14 0.21 0.22 0.462
H 1.62154 0.85358 0.89896 -1.13 -0.30 -0.56 0.208
N -1.56467 -2.04780 -0.20907 -1.05 -0.85 -0.94 -0.327
H 1.61309 -0.37673 -0.34359 -0.89 0.95 0.29 0.213
```
Forces are in eV/Å.

***

Record 2
Below is the molecule C4H7NO, with properties calculated with ωB97M-V with the def2-TZVPD basis set.

Values from the calculation:
2S+1: 1
HOMO, eV: -9.81
SMILES: C[C@@]1(C=O)CN1
Charge: 0
Kohn-Sham gap, eV: 10.78

The geometry in XYZ format:
```
13
Properties=species:S:1:pos:R:3:forces:R:3:nbo_charge:R:1
H 2.03829 0.21328 -0.04928 -0.15 -0.19 0.09 0.218
H -0.66596 -1.02472 1.61816 -0.26 -0.44 -0.11 0.113
C -0.36416 1.21077 0.00805 0.19 0.66 0.09 -0.205
H -1.12012 0.61240 -1.77334 -0.07 0.04 0.07 0.375
H 1.57729 -1.26532 0.83070 -0.07 0.11 -0.03 0.213
N -0.20998 0.68561 -1.32976 -0.20 -0.14 -0.16 -0.560
H -1.37852 1.52652 0.25983 0.43 -0.30 0.23 0.223
O -2.33526 -0.67869 0.50859 0.47 -0.42 -0.28 -0.568
C 1.41023 -0.68733 -0.08333 -0.11 0.06 0.19 -0.610
H 0.43042 1.71522 0.54065 0.25 0.54 -0.64 0.197
H 1.80299 -1.27914 -0.92489 -0.56 0.13 0.17 0.230
C -0.05003 -0.26209 -0.24600 0.25 0.15 0.39 -0.044
C -1.13520 -0.76651 0.64061 -0.17 -0.19 -0.03 0.420
```
Forces are in eV/Å.